93
Properties=species:S:1:pos:R:3 method="wB97M-V/def2-TZVPD" s2=3.764 lumo_energy_ev="-4.62 / -4.61" e_tot_ev=-85107.997 homo_energy_ev="-11.08 / -11.08" total_charge=+1 spin_multiplicity=4 homo_lumo_gap_ev="6.462 / 6.478"
V 1.4709 4.2446 -1.2227
C -0.3416 0.8085 0.1276
C 0.9891 0.9196 -0.6956
O 1.7028 2.1037 -0.7362
H -1.2054 1.2869 -0.3339
H -0.1887 1.3310 1.0719
H -0.6332 -0.2108 0.3807
H 0.5855 0.6648 -1.6756
H 1.5952 0.0444 -0.4618
C 2.2746 -0.9815 -3.8682
C 3.3864 -1.9867 -4.2321
O 4.0993 -2.4946 -3.3162
N 3.6306 -2.0959 -5.5048
C 4.5870 -2.9647 -6.1205
H 2.7568 -0.3169 -3.1513
H 1.3433 -1.5074 -3.6579
H 2.1705 -0.4266 -4.8005
H 3.0852 -1.4921 -6.1031
H 5.4985 -2.4088 -6.3402
H 4.0881 -3.2293 -7.0528
H 4.7588 -3.9024 -5.5921
C 4.7932 0.2304 2.2490
C 3.8854 0.9220 3.2228
O 4.1725 1.0187 4.4678
N 2.6802 1.2492 2.7641
C 1.5827 1.7187 3.5818
H 5.7189 0.8048 2.2125
H 4.5759 0.2648 1.1815
H 4.9734 -0.8377 2.3706
H 2.5249 1.3692 1.7734
H 1.4605 1.2256 4.5462
H 0.6324 1.4526 3.1188
H 1.5286 2.8069 3.6124
O 1.2492 -3.0284 3.4801
C 1.4299 -3.0442 2.2714
O 0.7450 -3.8976 1.5256
C 1.1257 -3.8374 0.1461
C 2.5292 -3.2586 0.2052
C 2.5210 -2.3937 1.4531
H 0.4456 -3.0765 -0.2367
H 1.1034 -4.7647 -0.4265
H 2.8110 -2.7065 -0.6914
H 3.1919 -4.1172 0.3127
H 2.3713 -1.3249 1.3006
H 3.4658 -2.5855 1.9617
O -0.2683 4.3001 0.1409
C -0.9675 4.2879 1.1099
O -0.7215 3.8359 2.3958
C -1.8502 4.0180 3.2272
C -2.9645 4.2483 2.3242
C -2.3311 4.9243 1.1228
H -1.7019 4.8727 3.8872
H -1.9753 3.0338 3.6787
H -3.8338 4.6914 2.8101
H -3.3408 3.2689 2.0289
H -2.1865 6.0025 1.0541
H -2.7628 4.5082 0.2126
O -0.7507 -2.4043 -2.5067
C -1.8816 -2.3223 -2.0414
O -2.8321 -1.6382 -2.6324
C -4.0832 -1.9831 -2.0601
C -3.7621 -2.4561 -0.5873
C -2.3138 -2.9652 -0.7572
H -4.5545 -2.8129 -2.5868
H -4.7278 -1.1086 -1.9714
H -4.2505 -3.3642 -0.2337
H -3.8779 -1.6994 0.1885
H -2.2532 -4.0412 -0.9206
H -1.7654 -2.5916 0.1075
O -4.0156 0.3979 2.4061
C -3.3228 -0.0260 3.3213
O -3.5992 0.4704 4.5700
C -2.6844 0.1617 5.6170
C -1.5235 -0.5302 4.9128
C -2.0244 -0.8572 3.4306
H -3.0773 -0.5545 6.3386
H -2.3666 1.0736 6.1226
H -1.2298 -1.4074 5.4892
H -0.5715 -0.0016 4.9620
H -2.1320 -1.9250 3.2400
H -1.3310 -0.5099 2.6646
O -0.3690 3.7197 -2.5440
C -0.9292 2.7598 -3.0223
O -2.1875 2.5126 -2.6948
C -2.5817 1.2492 -3.2735
C -1.6556 1.0000 -4.4022
C -0.4109 1.7788 -4.0313
H -3.6281 1.3127 -3.5722
H -2.5248 0.5252 -2.4608
H -2.0894 1.3461 -5.3404
H -1.5500 -0.0706 -4.5772
H 0.2685 2.2337 -4.7521
H 0.3217 1.1607 -3.5123